--- 1 ---
Entry from OMol25: one molecule with the formula C4H6N2O2 (ωB97M-V/def2-TZVPD).

The geometry in XYZ format:
```
14
Properties=species:S:1:pos:R:3
O -2.171 1.577 -0.066
O -2.115 -1.475 0.092
N -0.962 -0.711 -0.059
N 2.507 0.023 0.112
C 1.082 0.085 0.112
C 0.236 1.229 0.196
C -1.032 0.765 0.036
C 0.352 -1.077 -0.108
H 0.777 -1.995 -0.460
H 3.091 0.859 -0.077
H -2.158 -1.981 0.951
H 2.761 -0.706 -0.526
H 0.557 2.300 0.144
H -2.924 1.107 -0.348
```

E_LUMO = 0.022 Eh
orbital gap = 7.8 eV


--- 2 ---
Entry from OMol25: one molecule with the formula C4H6N2O2 (ωB97M-V/def2-TZVPD).

The geometry in XYZ format:
```
14
Properties=species:S:1:pos:R:3
O -1.687 -0.056 -0.885
O 0.092 -1.334 -0.837
N -0.328 -0.137 -0.994
N 0.621 2.119 -0.583
C -1.970 -0.001 0.514
C 1.711 -0.115 0.140
C 0.657 0.786 -0.440
C 1.323 -1.356 -0.111
H 1.795 -2.389 -0.129
H 1.523 2.280 -0.084
H -3.020 -0.208 0.710
H -1.417 -0.831 1.081
H 2.508 0.186 0.794
H -1.808 1.056 0.822
```

E_LUMO = 0.025 Eh
orbital gap = 9.1 eV


Q: Which of them is the least stable? A: 2.


--- 1 ---
Entry from OMol25: one molecule with the formula C6H6O (ωB97M-V/def2-TZVPD).

The geometry in XYZ format:
```
13
Properties=species:S:1:pos:R:3
O -1.136 1.009 0.888
C 0.911 1.017 -1.234
C -0.617 -0.179 0.361
C -0.105 -0.008 -1.054
C -0.033 -1.989 1.730
C 0.299 -0.904 1.308
C 1.737 1.871 -1.418
H -0.914 1.041 1.824
H -0.992 0.230 -1.652
H -1.406 -0.934 0.259
H 2.464 2.630 -1.583
H 0.267 -0.984 -1.389
H -0.567 -2.862 2.014
```

E_LUMO = 0.008 Eh
orbital gap = 10.0 eV


--- 2 ---
Entry from OMol25: C6H6O as an isolated structure (ωB97M-V/def2-TZVPD).

The geometry in XYZ format:
```
13
Properties=species:S:1:pos:R:3
O -0.534 -1.794 0.771
C -0.649 -0.425 1.146
C 1.146 1.010 -0.372
C 0.116 0.058 -0.086
C 2.048 1.741 -0.708
C 0.023 -1.393 -0.520
C -1.319 0.432 0.242
H 0.968 -1.885 -0.765
H -1.378 1.446 0.593
H -0.680 -1.433 -1.374
H 2.783 2.446 -1.027
H -0.367 -0.234 2.400
H -2.156 0.030 -0.300
```

E_LUMO = 0.038 Eh
orbital gap = 10.1 eV


Q: Which of them is the least stable? A: 1.


--- 1 ---
Entry from OMol25: one molecule with the formula C4H7N3O (ωB97M-V/def2-TZVPD).

The geometry in XYZ format:
```
15
Properties=species:S:1:pos:R:3
O -0.138 1.482 -0.351
N 2.355 -0.902 0.164
N -1.045 -1.890 0.037
N 1.076 1.083 0.180
C -0.928 -0.509 0.583
C 0.003 -0.945 -0.498
C 1.277 -0.335 -0.079
C -1.374 0.926 0.166
H -1.684 1.553 1.036
H -1.685 -1.850 -0.778
H -0.191 -0.575 -1.520
H -2.074 0.970 -0.697
H 1.774 1.725 -0.093
H -0.449 -0.549 1.608
H 3.081 -0.184 0.240
```

E_LUMO = 0.030 Eh
orbital gap = 9.8 eV


--- 2 ---
Entry from OMol25: one molecule with the formula C4H7N3O (ωB97M-V/def2-TZVPD).

The geometry in XYZ format:
```
15
Properties=species:S:1:pos:R:3
O 2.232 -0.563 0.445
N -0.970 -1.906 -0.203
N 1.345 -1.459 -0.302
N -2.188 -1.179 0.019
C 0.044 -1.088 -0.070
C 0.096 1.475 -0.389
C -0.420 0.257 0.373
C -1.877 0.007 0.314
H 2.232 0.286 0.015
H 0.524 1.110 -1.418
H -2.542 0.821 0.288
H 1.545 -2.422 -0.068
H 0.888 2.084 0.044
H -0.296 0.330 1.520
H -0.611 2.247 -0.568
```

E_LUMO = 0.020 Eh
orbital gap = 9.6 eV


Q: Which of them is the least stable? A: 1.


--- 1 ---
Entry from OMol25: one molecule with the formula C4H7N3O (ωB97M-V/def2-TZVPD).

The geometry in XYZ format:
```
15
Properties=species:S:1:pos:R:3
O -0.369 -2.268 0.718
N -0.530 1.055 -2.091
N 0.484 -1.316 0.176
N -1.545 0.616 0.897
C 0.405 -1.057 -1.112
C -0.347 0.481 0.489
C -0.061 0.275 -1.229
C 0.753 1.270 1.140
H -0.677 0.630 -3.009
H 0.783 2.267 0.701
H 0.993 -1.631 -1.820
H -2.216 0.045 0.385
H 1.721 0.795 0.991
H 0.040 -2.526 1.556
H 0.565 1.364 2.209
```

E_LUMO (spin up / spin down) = -0.057 / -0.052 Eh
orbital gap (spin up / spin down) = 7.1 / 7.2 eV


--- 2 ---
Entry from OMol25: one molecule with the formula C4H7N3O (ωB97M-V/def2-TZVPD).

The geometry in XYZ format:
```
15
Properties=species:S:1:pos:R:3
O 2.141 -0.808 1.307
N -0.896 -1.639 2.008
N 1.689 1.074 -0.918
N -0.709 0.601 -0.367
C -1.987 -0.004 -0.683
C 0.967 -0.661 0.613
C 0.807 0.179 -0.422
C -0.290 -0.907 1.309
H -2.642 0.025 0.193
H -0.772 1.616 -0.314
H -2.493 0.581 -1.457
H -1.852 -1.034 -1.024
H 1.579 1.220 -1.915
H 1.899 -1.387 2.063
H 2.560 1.145 -0.394
```

E_LUMO = 0.022 Eh
orbital gap = 8.4 eV


Q: Which of them is the least stable? A: 1.